Version 1
13
Properties=species:S:1:pos:R:3 method="wB97M-V/def2-TZVPD" lumo_ha=0.033 smiles="C[C@H]1CN1C=O" e_homo_ev=-9.66
C 0.7649 1.0092 1.1963
C 0.4300 0.5455 -0.2024
C 0.7501 -0.8559 -0.6891
N -0.5600 -0.4656 -0.3197
C -1.8532 -0.7241 -0.6280
O -2.2553 -1.7699 -1.0901
H 0.0215 1.7314 1.5520
H 1.7478 1.4879 1.2318
H 0.7597 0.1544 1.8796
H 0.4462 1.3158 -0.9773
H 0.9686 -1.0035 -1.7479
H 1.2435 -1.5534 -0.0152
H -2.5144 0.1093 -0.3266

=====

Version 2
13
Properties=species:S:1:pos:R:3 method="wB97M-V/def2-TZVPD" lumo_ha=0.035 e_homo_ev=-8.10
C 2.2349 0.1843 0.4859
N 0.9883 -0.4618 0.1507
C -0.1967 -0.1778 0.5862
C -1.2798 -0.8340 -0.0842
C -2.0176 0.4400 0.3987
O -0.7880 0.8861 1.1434
H 2.0460 1.1109 1.0400
H 2.7836 0.4288 -0.4289
H 2.8648 -0.4686 1.0993
H -1.6523 -1.7708 0.3284
H 0.1395 -1.0070 -0.7239
H -2.2409 1.2106 -0.3432
H -2.8412 0.3122 1.1051

=====

Version 3
13
Properties=species:S:1:pos:R:3 method="wB97M-V/def2-TZVPD" lumo_ha="-0.015 / -0.006" e_homo_ev="-8.85 / -9.05"
C 1.8602 0.3418 -0.3877
N 0.4438 0.2606 -0.6681
C -1.0789 0.9239 0.6738
C -0.4003 -0.4572 0.1376
C -1.5405 -1.2181 -0.4559
O -2.1100 -2.0974 0.1436
H 2.2186 1.2883 -0.8003
H 2.4359 -0.4479 -0.9092
H 2.1066 0.2734 0.6786
H -1.0591 0.9854 1.7684
H -1.0631 1.9280 0.2457
H 0.0694 -0.9746 0.9993
H -1.8826 -0.8062 -1.4259

=====

Short version: version 2 is the least stable of them.

=====

Version 1
13
Properties=species:S:1:pos:R:3 method="wB97M-V/def2-TZVPD" lumo_ha=0.028 e_homo_ev=-8.24
O 1.8473 -1.5438 1.4720
C -0.2399 0.9266 -1.5812
C 0.3614 -0.3614 -1.0807
C -0.8887 -0.1475 -0.3129
N -0.6030 0.7372 0.8146
C -0.8391 1.4611 -0.4296
H 1.2509 -0.8842 1.8510
H 2.4030 -1.0238 0.8804
H 1.2172 -0.3655 -0.4189
H 0.4220 -1.1270 -1.8451
H -1.8369 -0.6656 -0.4011
H -1.4362 0.8563 1.3930
H -1.6468 2.1885 -0.4759

=====

Version 2
13
Properties=species:S:1:pos:R:3 method="wB97M-V/def2-TZVPD" lumo_ha=0.035 smiles="O=C1CCCN1" e_homo_ev=-9.61
O 2.0741 0.6427 -1.3254
C 1.2018 0.4102 -0.5121
C 0.8069 -0.9545 0.0325
C -0.7063 -0.8155 0.2260
C -0.9699 0.7384 0.4018
N 0.3196 1.3310 0.0411
H 1.0615 -1.6662 -0.7473
H 1.3367 -1.2043 0.9612
H -1.1716 -1.1367 -0.7062
H -1.0897 -1.4433 1.0321
H -1.8397 0.9301 -0.2524
H -1.2698 1.0431 1.4109
H 0.5437 2.2619 -0.3002

=====

Version 3
13
Properties=species:S:1:pos:R:3 method="wB97M-V/def2-TZVPD" lumo_ha=0.003 e_homo_ev=-7.92
O 1.4877 -1.1341 -0.5632
C 0.3521 -0.6946 -1.0184
C -0.9526 -0.8892 -0.1207
N -0.9619 0.5868 0.2410
C 0.3639 0.7856 1.0947
C 0.0464 0.8129 -0.6492
H 1.2877 0.2643 0.6482
H 0.1254 -0.8338 -2.1042
H -0.8311 -1.5560 0.7351
H -1.8846 -1.0990 -0.6538
H 0.1597 0.1097 1.9242
H 0.4614 1.8212 1.4077
H 0.3457 1.8263 -0.9413

=====

Short version: version 3 is the least stable of them.

=====

Version 1
13
Properties=species:S:1:pos:R:3 method="wB97M-V/def2-TZVPD" lumo_ha=0.032 smiles="CCCN=C=O" e_homo_ev=-10.21
C -0.9281 0.7329 0.1665
C -0.1377 0.0854 -0.9737
C 0.3357 -1.3180 -0.6191
N -0.1786 0.8948 1.3573
C 0.8828 0.9654 1.8802
O 1.8105 1.0540 2.5729
H -1.2895 1.7204 -0.1414
H -1.7944 0.1144 0.4212
H 0.7226 0.7124 -1.2231
H -0.7892 0.0443 -1.8502
H 0.8974 -1.7488 -1.4447
H 0.9807 -1.2957 0.2556
H -0.5124 -1.9615 -0.4017

=====

Version 2
13
Properties=species:S:1:pos:R:3 method="wB97M-V/def2-TZVPD" lumo_ha=0.036 smiles="C[C@H]1CNC1=O" e_homo_ev=-9.68
C -1.6129 0.0138 -0.3452
C -0.2148 0.5563 0.0570
C 0.7540 -0.0801 1.1310
N 1.6329 -0.4546 0.0292
C 0.8200 0.0539 -0.9482
O 0.8383 0.0128 -2.1515
H -2.0554 0.6278 -1.1451
H -1.6296 -1.0053 -0.7605
H -2.3254 0.0240 0.4766
H -0.2374 1.6499 0.1591
H 0.3635 -0.9317 1.6871
H 1.2488 0.6224 1.8178
H 2.4179 -1.0893 -0.0074

=====

Short version: version 2 is the least stable of them.

=====

Version 1
13
Properties=species:S:1:pos:R:3 method="wB97M-V/def2-TZVPD" lumo_ha="0.037 / 0.035" e_homo_ev="-6.54 / -6.77"
C -1.0671 -0.0373 0.5245
C -0.0353 0.8185 1.1834
O 1.1687 0.9300 0.6525
C 1.6428 0.1935 -0.3044
N 0.8457 -0.7771 -0.8932
C -0.5804 -0.4601 -0.8777
H -1.3020 -0.9427 1.1020
H -2.0112 0.5221 0.4442
H -0.2581 1.6409 1.8457
H 1.0326 -1.7107 -0.5408
H 2.6583 0.4070 -0.5991
H -1.1266 -1.3405 -1.2267
H -0.7538 0.3422 -1.6014

=====

Version 2
13
Properties=species:S:1:pos:R:3 method="wB97M-V/def2-TZVPD" lumo_ha=0.027 smiles="CC(=O)CC#N.[H][H]" e_homo_ev=-10.40
C 0.8833 0.6668 0.9973
C -0.5329 0.4889 0.5143
O -1.4891 0.5074 1.2520
C -0.7903 0.3456 -0.9989
C 0.3368 -0.1599 -1.7821
N 1.2398 -0.5637 -2.3817
H 0.9192 0.4758 2.0707
H 1.5852 0.0177 0.4672
H 1.1889 1.7039 0.8117
H -0.0446 -2.3724 0.5409
H -0.5664 -2.1388 1.0167
H -1.0710 1.3355 -1.3799
H -1.6588 -0.3068 -1.1283

=====

Short version: version 1 is the least stable of them.